Entry 1:
This record from the Open Molecules 2025 dataset describes the molecule C4H8O2. The level of theory is wB97M-V/def2-TZVPD.

Bonds (Å) are listed after each position.
Geometry (Å):
1 O -0.7192 -0.9352 1.9253  C2 1.412, H7 0.965
2 C -0.3613 0.4123 1.7034  O1 1.412, C3 1.528, H8 1.102, H9 1.098
3 C 0.3752 0.6327 0.3826  C2 1.528, C4 1.508, H10 1.098, H11 1.097
4 C -0.3831 0.0538 -0.7858  C3 1.508, C5 1.461, O6 1.431, H12 1.091
5 C 0.3069 -0.4351 -1.9776  C4 1.461, O6 1.422, H13 1.090, H14 1.089
6 O -0.1902 -1.3471 -1.0062  C4 1.431, C5 1.422
7 H -0.5707 -1.4416 1.1170  O1 0.965
8 H -1.2651 1.0422 1.7268  C2 1.102
9 H 0.2752 0.7386 2.5361  C2 1.098
10 H 0.5395 1.7065 0.2239  C3 1.098
11 H 1.3615 0.1535 0.4144  C3 1.097
12 H -1.4267 0.3582 -0.8840  C4 1.091
13 H 1.3928 -0.3573 -2.0377  C5 1.090
14 H -0.2127 -0.4525 -2.9342  C5 1.089

Summary:
Orbital gap = 11.26 eV
Charge = 0
SMILES = OCC[C@H]1CO1
HOMO energy = -0.37447 hartree

natural (NBO) population analysis, charges in e, atoms 1 to 8: O -0.725; C -0.051; C -0.459; C 0.045; C -0.105; O -0.515; H 0.483; H 0.156



Entry 2:
This record from the Open Molecules 2025 dataset describes the molecule C4H8O2 at a distorted geometry. The level of theory is wB97M-V/def2-TZVPD.

Bonds (Å) are listed after each position.
Geometry (Å):
1 O 1.9823 -0.3806 0.6939  C2 1.442, H7 0.967
2 C 1.4445 -0.1430 -0.6228  O1 1.442, C3 1.576, H8 1.100, H9 1.093
3 C -0.0259 0.3642 -0.3692  C2 1.576, O4 1.419, C5 1.500, C6 1.730
4 O 0.0914 1.4514 0.5344  C3 1.419, H10 0.956
5 C -1.0173 -0.7010 -0.0071  C3 1.500, C6 1.468, H11 1.087, H12 1.092
6 C -1.7298 0.5732 -0.1583  C3 1.730, C5 1.468, H13 1.069, H14 1.107
7 H 1.5745 -1.1772 1.0609  O1 0.967
8 H 1.5478 -1.0612 -1.2190  C2 1.100
9 H 2.1224 0.6128 -1.0271  C2 1.093
10 H 0.5713 1.1469 1.3036  O4 0.956
11 H -0.9559 -1.1948 0.9599  C5 1.087
12 H -1.2536 -1.3695 -0.8370  C5 1.092
13 H -2.2622 0.9255 -1.0155  C6 1.069
14 H -2.0671 1.0332 0.7909  C6 1.107

Summary:
Orbital gap = 9.15 eV
Charge = 0
SMILES = OCC1(O)CC1
HOMO energy = -0.30611 hartree

natural (NBO) population analysis, charges in e, atoms 1 to 8: O -0.725; C -0.075; C 0.115; O -0.717; C -0.499; C -0.246; H 0.465; H 0.174



Entry 3:
This record from the Open Molecules 2025 dataset describes the molecule C4H8O2. The level of theory is wB97M-V/def2-TZVPD.

Bonds (Å) are listed after each position.
Geometry (Å):
1 O -1.3678 0.4918 1.6212  C2 1.429, H7 0.968
2 C -0.9467 -0.5914 0.7905  O1 1.429, C3 1.512, H8 1.097, H9 1.093
3 C 0.3360 -0.1479 0.1231  C2 1.512, O4 1.398, C5 1.512, C6 1.492
4 O 1.2533 0.3104 1.0729  C3 1.398, H10 0.969
5 C 0.2079 0.6353 -1.1633  C3 1.512, C6 1.506, H11 1.083, H12 1.088
6 C 1.0422 -0.6172 -1.1048  C3 1.492, C5 1.506, H13 1.084, H14 1.086
7 H -1.5436 1.2399 1.0319  O1 0.968
8 H -1.7283 -0.8479 0.0641  C2 1.097
9 H -0.8046 -1.4335 1.4721  C2 1.093
10 H 0.7175 0.7600 1.7433  O4 0.969
11 H 0.6920 1.6001 -1.2510  C5 1.083
12 H -0.7410 0.5429 -1.6878  C5 1.088
13 H 0.7698 -1.4836 -1.6963  C6 1.084
14 H 2.1132 -0.4590 -1.0160  C6 1.086

Summary:
Orbital gap = 10.41 eV
Charge = 0
SMILES = OCC1(O)CC1
HOMO energy = -0.35177 hartree

natural (NBO) population analysis, charges in e, atoms 1 to 8: O -0.723; C -0.081; C 0.199; O -0.705; C -0.464; C -0.424; H 0.468; H 0.172



Entry 4:
This record from the Open Molecules 2025 dataset describes the molecule C4H8O2 at a distorted geometry. The level of theory is wB97M-V/def2-TZVPD.

Bonds (Å) are listed after each position.
Geometry (Å):
1 C -1.2755 -0.6720 -1.1349  C2 1.683, H7 1.081, H8 1.071, H9 1.137
2 C -0.8112 0.8310 -0.5366  C1 1.683, O3 1.531, C4 1.471, H10 1.116
3 O -0.9074 0.0027 0.7472  C2 1.531, C4 1.384
4 C 0.2056 0.7948 0.5256  C2 1.471, O3 1.384, C5 1.494, H11 1.089
5 C 1.5395 0.1344 0.3954  C4 1.494, O6 1.409, H12 1.094, H13 1.100
6 O 1.8111 -0.6280 1.5483  C5 1.409, H14 0.968
7 H -0.4185 -1.0836 -1.6489  C1 1.081
8 H -2.1007 -0.3941 -1.7582  C1 1.071
9 H -1.6661 -1.5130 -0.4775  C1 1.137
10 H -1.4334 1.7548 -0.4615  C2 1.116
11 H 0.1221 1.5350 1.3192  C4 1.089
12 H 2.3120 0.9067 0.3278  C5 1.094
13 H 1.5779 -0.4652 -0.5260  C5 1.100
14 H 1.0446 -1.2036 1.6801  O6 0.968

Summary:
Orbital gap = 10.21 eV
Charge = 0
SMILES = C[C@H]1O[C@H]1CO
HOMO energy = -0.33926 hartree

natural (NBO) population analysis, charges in e, atoms 1 to 8: C -0.547; C -0.002; O -0.515; C 0.014; C -0.091; O -0.706; H 0.206; H 0.200



Entry 5:
This record from the Open Molecules 2025 dataset describes a cluster of 2 separate species, C4H8O2 in total at a distorted geometry. The level of theory is wB97M-V/def2-TZVPD.

Bonds (Å) are listed after each position.
Geometry (Å):
1 C -1.7997 -0.2780 -0.4939  C2 1.329, H6 1.076, H7 1.082
2 C -0.6755 0.4305 -0.5328  C1 1.329, C3 1.461, H8 1.082
3 C 0.1123 0.6066 0.6852  C2 1.461, C4 1.346, O5 1.366
4 C 0.8402 1.7050 0.9617  C3 1.346, H9 1.083, H10 1.084
5 O -0.2520 -0.2205 1.7098  C3 1.366, H11 0.962
6 H -2.2451 -0.5014 0.4601  C1 1.076
7 H -2.4986 -0.2268 -1.3187  C1 1.082
8 H -0.3795 0.9070 -1.4576  C2 1.082
9 H 0.8920 2.0761 1.9773  C4 1.083
10 H 1.3783 2.2875 0.2227  C4 1.084
11 H 0.3132 -0.0428 2.4673  O5 0.962
12 O 1.2943 -1.6639 -1.9652  H13 0.970, H14 0.964
13 H 0.6176 -1.7161 -1.2720  O12 0.970
14 H 2.0721 -2.0208 -1.5211  O12 0.964

Summary:
Orbital gap = 9.33 eV
Charge = 0
SMILES = C=CC(=C)O.O
HOMO energy = -0.31685 hartree

natural (NBO) population analysis, charges in e, atoms 1 to 8: C -0.387; C -0.245; C 0.288; C -0.510; O -0.685; H 0.209; H 0.201; H 0.230



Entry 6:
This record from the Open Molecules 2025 dataset describes the molecule C4H8O2. The level of theory is wB97M-V/def2-TZVPD.

Bonds (Å) are listed after each position.
Geometry (Å):
1 C 1.5169 0.6022 0.0572  C2 1.516, H7 1.095, H8 1.091, H9 1.097
2 C 0.6484 -0.6401 0.0538  C1 1.516, O3 1.444, C5 1.558, H10 1.099
3 O -0.0519 -0.9819 1.2689  C2 1.444, C4 1.430
4 C -1.2975 -0.5175 0.7420  O3 1.430, C5 1.531, H11 1.100, H12 1.095
5 C -0.7042 -0.3394 -0.6578  C2 1.558, C4 1.531, O6 1.404, H13 1.090
6 O -0.9110 0.8911 -1.3006  C5 1.404, H14 0.967
7 H 0.9975 1.4440 0.5277  C1 1.095
8 H 2.4905 0.4801 0.5348  C1 1.091
9 H 1.6725 0.8687 -0.9951  C1 1.097
10 H 1.2270 -1.5230 -0.2523  C2 1.099
11 H -1.5830 0.4348 1.2137  C4 1.100
12 H -2.1241 -1.2285 0.8469  C4 1.095
13 H -0.9836 -1.0934 -1.3939  C5 1.090
14 H -0.8977 1.6027 -0.6454  O6 0.967

Summary:
Orbital gap = 10.68 eV
Charge = 0
SMILES = C[C@H]1OC[C@H]1O
HOMO energy = -0.35956 hartree

natural (NBO) population analysis, charges in e, atoms 1 to 8: C -0.641; C 0.073; O -0.530; C -0.089; C 0.056; O -0.698; H 0.199; H 0.221



Entry 7:
This record from the Open Molecules 2025 dataset describes the molecule C4H8O2. The level of theory is wB97M-V/def2-TZVPD.

Bonds (Å) are listed after each position.
Geometry (Å):
1 O -1.2707 1.1849 -1.3103  C2 1.208
2 C -1.6615 0.8181 -0.2272  O1 1.208, C3 1.507, H7 1.116
3 C -0.9168 -0.1188 0.6884  C2 1.507, C4 1.530, H8 1.096, H9 1.101
4 C 0.1649 -0.9865 0.0429  C3 1.530, C5 1.539, H10 1.096, H11 1.102
5 C 1.3983 -0.2258 -0.4761  C4 1.539, O6 1.424, H12 1.099, H13 1.093
6 O 1.8186 0.8020 0.4150  C5 1.424, H14 0.965
7 H -2.6358 1.1847 0.1747  C2 1.116
8 H -1.6575 -0.7629 1.1762  C3 1.096
9 H -0.5025 0.4971 1.5009  C3 1.101
10 H 0.4997 -1.6967 0.8076  C4 1.096
11 H -0.2994 -1.5919 -0.7525  C4 1.102
12 H 2.2316 -0.9351 -0.5734  C5 1.099
13 H 1.2158 0.1773 -1.4757  C5 1.093
14 H 1.6151 1.6535 0.0096  O6 0.965

Summary:
Orbital gap = 10.78 eV
Charge = 0
SMILES = O=CCCCO
HOMO energy = -0.36313 hartree

natural (NBO) population analysis, charges in e, atoms 1 to 8: O -0.538; C 0.449; C -0.522; C -0.422; C -0.065; O -0.732; H 0.104; H 0.225



Entry 8:
This record from the Open Molecules 2025 dataset describes the molecule C4H8O2. The level of theory is wB97M-V/def2-TZVPD.

Bonds (Å) are listed after each position.
Geometry (Å):
1 C 1.8969 0.6824 -0.0655  C2 1.506, H7 1.093, H8 1.094, H9 1.096
2 C 0.8624 -0.2919 0.4342  C1 1.506, O3 1.423, C4 1.464, H10 1.091
3 O -0.0802 0.2361 1.3600  C2 1.423, C4 1.435
4 C -0.5716 -0.3492 0.1456  C2 1.464, O3 1.435, C5 1.500, H11 1.095
5 C -1.3693 0.5947 -0.7049  C4 1.500, O6 1.414, H12 1.097, H13 1.099
6 O -2.6426 0.7238 -0.1038  C5 1.414, H14 0.966
7 H 1.4793 1.6727 -0.2640  C1 1.093
8 H 2.4088 0.3134 -0.9596  C1 1.094
9 H 2.6443 0.7934 0.7287  C1 1.096
10 H 1.2766 -1.2570 0.7305  C2 1.091
11 H -1.0825 -1.2930 0.3614  C4 1.095
12 H -1.5299 0.2410 -1.7308  C5 1.097
13 H -0.8287 1.5501 -0.7599  C5 1.099
14 H -2.4883 0.6210 0.8446  O6 0.966

Summary:
Orbital gap = 11.43 eV
Charge = 0
SMILES = C[C@H]1O[C@H]1CO
HOMO energy = -0.38173 hartree

natural (NBO) population analysis, charges in e, atoms 1 to 8: C -0.637; C 0.070; O -0.508; C 0.017; C -0.088; O -0.705; H 0.220; H 0.218